The following is a DFT calculation (ωB97M-V with the def2-TZVPD basis set) of a structure of composition C3H3BiLiO4 at a distorted geometry.

Each line ends with the Mulliken charge.
Element x y z (Å)
C: 0.1823 0.6854 0.3219  0.618
O: -0.0784 1.8668 0.1905  -0.479
O: 1.3353 0.1439 0.4328  -0.724
C: -0.9006 -0.3678 -0.0800  0.823
O: -0.5986 -1.5436 -0.2156  -0.740
O: -2.1117 0.0927 -0.0564  -0.227
C: -3.1905 -0.8529 -0.0358  -0.617
H: -3.1081 -1.4863 0.8548  0.306
H: -4.1041 -0.2555 -0.0077  0.230
H: -3.1585 -1.4772 -0.9360  0.305
Bi: 3.1511 0.5173 -0.6992  0.624
Li: 1.1756 -2.0088 0.3870  0.880

Forces on atoms 1 to 3 (eV/Å):
-2.449 2.736 -2.766
0.537 -1.547 0.825
1.860 -1.803 0.849

Properties
- HOMO-LUMO gap (spin up / spin down): 0.2452 / 0.2431 Eh
- Energy: -17387.8945 eV
- Net charge: +1
- Energy above the lowest of the compared OMol25 structures with the same formula, charge and spin: 0.0 kcal/mol
- Max |F|: 4.6 eV/Å
- LUMO (spin up / spin down): -5.81 / -5.91 eV